The following is a DFT calculation (the ωB97M-V functional and the def2-TZVPD basis) of C22H32N3O2P in the gas phase.

Geometry as XYZ:
```
60
Properties=species:S:1:pos:R:3:mulliken_charge:R:1
C 5.43 -2.56 0.56 -1.01
C 4.13 -3.39 -0.07 -0.24
P 2.57 -2.44 0.51 -0.22
C 2.64 -0.57 0.11 0.30
C 2.71 -0.20 -1.48 -0.91
C 0.94 -3.26 -0.05 0.47
C 0.87 -4.39 -1.28 0.03
O 2.05 -4.81 -2.07 -0.19
N 2.34 -3.83 -2.95 0.28
O 1.43 -3.63 -3.73 -0.34
C -0.57 -5.11 -1.69 -0.33
C -1.89 -4.66 -0.83 -0.40
C -1.89 -3.51 0.38 0.26
N -3.23 -3.21 1.00 -0.55
C -3.03 -2.12 2.02 -0.26
C -1.63 -1.40 2.44 0.20
C -1.60 -0.20 3.59 -0.62
C -0.73 1.04 2.89 -0.71
C -1.60 1.92 1.81 0.46
C -1.73 1.26 0.32 -0.56
C -1.01 3.45 1.85 -0.78
C -0.33 3.97 0.45 -0.26
C -1.42 4.79 -0.51 -0.58
C -1.85 4.36 -1.87 0.56
C -3.38 4.83 -2.34 -1.04
C -0.99 3.48 -2.94 -0.96
N -0.32 -1.77 1.81 -0.18
C -0.46 -2.83 0.74 -0.06
H 5.16 -2.23 1.68 0.31
H 5.66 -1.60 -0.07 0.25
H 6.31 -3.32 0.65 0.34
H 4.30 -3.41 -1.23 0.28
H 4.14 -4.44 0.45 0.33
H 3.52 -0.07 0.75 0.38
H 1.65 -0.09 0.55 -0.49
H 3.38 -0.97 -2.06 0.25
H 1.60 -0.12 -1.88 0.25
H 3.14 0.91 -1.55 0.29
H -0.68 -5.94 -2.53 0.31
H -2.91 -5.20 -1.09 0.28
H -4.01 -1.75 2.59 0.26
H -0.91 -0.61 4.47 0.30
H -2.66 0.13 3.95 0.35
H 0.31 0.70 2.48 0.06
H -0.49 1.78 3.80 0.43
H -2.71 1.98 2.25 0.20
H -0.67 0.91 -0.10 -0.10
H -2.40 0.27 0.32 0.28
H -2.25 1.98 -0.47 0.19
H -0.20 3.63 2.70 0.34
H -1.91 4.19 2.08 0.24
H 0.48 4.79 0.76 0.35
H 0.27 3.15 -0.14 0.02
H -1.83 5.80 -0.08 0.28
H -4.09 4.55 -1.43 0.26
H -3.47 5.98 -2.52 0.29
H -3.77 4.20 -3.28 0.30
H -1.43 2.37 -2.98 0.23
H -1.14 3.90 -4.05 0.34
H 0.15 3.36 -2.67 0.25
```

Output
* 2S+1: 1
* LUMO energy: -1.318 eV
* F_max: 0.1480 hartree/bohr
* DFT total energy: -41165.389 eV
* SMILES: CCP(CC)c1c(ON=O)ccc2ncc(CC[C@H](C)CCC=C(C)C)nc12